Arrangement P

Computed, not measured: a single C4H3N3O molecule, with ωB97M-V/def2-TZVPD.

Computed properties:
LUMO level ... 0.642 eV
Orbital gap ... 10.35 eV
Structure (SMILES) ... N#Cc1c[nH]nc1O
E_HOMO ... -9.71 eV
Multiplicity ... 1

Each line ends with the Löwdin charge.
Geometry (Å):
N1 3.2040 -0.5658 0.0458  0.150
C1 2.0512 -0.3696 -0.0143  -0.164
C2 0.6787 -0.0980 0.0643  -0.181
C3 0.0930 0.4392 1.1584  -0.031
N2 -1.2163 0.5779 0.9015  0.010
N3 -1.4656 0.1462 -0.3253  0.090
C4 -0.3494 -0.2659 -0.8562  -0.377
O1 -0.2979 -0.7680 -2.0950  0.112
H1 0.4160 0.7750 2.0906  0.121
H2 -1.9442 0.8867 1.5145  0.158
H3 -1.1695 -0.7575 -2.4842  0.112

=====

Arrangement Q

Computed, not measured: a single C4H3N3O molecule, with ωB97M-V/def2-TZVPD.

Computed properties:
LUMO level ... -1.827 eV
Orbital gap ... 8.83 eV
Structure (SMILES) ... [H]/N=C1/N=CC(C=O)=N1
E_HOMO ... -10.66 eV
Multiplicity ... 1

Each line ends with the Löwdin charge.
Geometry (Å):
H1 2.4841 -1.6805 0.5968  0.154
N1 2.7675 -0.5469 0.2002  0.146
C1 1.5436 -0.0592 -0.1991  -0.497
N2 1.2873 1.2838 -0.2709  0.111
C2 0.0316 1.3671 0.0018  -0.057
C3 -0.5248 0.0037 -0.1243  -0.202
C4 -2.1548 -0.5273 -0.1196  -0.094
O1 -3.1485 0.1496 0.0984  0.048
N3 0.3641 -0.8213 -0.3368  0.141
H2 -0.4217 2.3883 0.4087  0.167
H3 -2.2283 -1.5573 -0.2552  0.083

=====

Each structure's energy above the most stable one, in kcal/mol: arrangement P 0.0; arrangement Q 69.2.

=====

Arrangement P

Computed, not measured: a molecular structure, C4H3N3O, with ωB97M-V/def2-TZVPD.

Computed properties:
LUMO level ... 0.189 eV
Orbital gap ... 9.45 eV
E_HOMO ... -9.26 eV
Multiplicity ... 1

Each line ends with the Löwdin charge.
Geometry (Å):
C1 -1.5185 -0.1114 0.1002  -0.370
C2 0.2616 0.7664 0.3663  -0.194
C3 1.6385 0.9419 -0.0516  -0.074
C4 -0.0058 -0.6355 0.4671  -0.085
H1 -1.6589 1.8956 0.4041  0.195
H2 2.0080 1.9482 -0.6874  0.171
H3 3.0277 -0.7709 -0.6812  0.218
N1 -1.1011 1.1177 -0.1318  0.109
N2 2.1213 -0.3299 -0.1981  -0.055
N3 1.1464 -1.2868 0.0630  0.045
O1 -2.5997 -0.6687 -0.3074  0.039

=====

Arrangement Q

Computed, not measured: a single C4H3N3O molecule, with ωB97M-V/def2-TZVPD.

Computed properties:
LUMO level ... -0.963 eV
Orbital gap ... 8.20 eV
Structure (SMILES) ... O=c1cnccnn1
E_HOMO ... -9.17 eV
Multiplicity ... 1

Each line ends with the Löwdin charge.
Geometry (Å):
O1 2.0443 0.4081 0.4608  0.132
C1 1.1052 -0.1282 0.0230  -0.474
C2 0.4458 -1.2759 0.7539  -0.040
N1 -0.7841 -1.1136 1.0630  0.077
C3 -1.3868 0.0556 0.6831  -0.165
C4 -1.5440 0.7951 -0.4798  -0.096
N2 -0.5657 0.6399 -1.4644  -0.014
N3 0.6514 0.4835 -1.2446  0.116
H1 1.3911 -2.0127 1.1295  0.196
H2 -2.2839 0.2831 1.3284  0.114
H3 -2.2938 1.7164 -0.5044  0.154

=====

Each structure's energy above the most stable one, in kcal/mol: arrangement P 6.7; arrangement Q 0.0.

=====

Arrangement P

Computed, not measured: a single C10H10N2O2S molecule, with ωB97M-V/def2-TZVPD.

Computed properties:
LUMO level ... 0.321 eV
Orbital gap ... 8.56 eV
Structure (SMILES) ... C[C@](c1ccc[nH]1)(c1cccs1)[N+](=O)[O-]
E_HOMO ... -8.24 eV
Multiplicity ... 1

Each line ends with the Löwdin charge.
Geometry (Å):
C1 0.3667 -1.1994 1.5013  -0.017
C2 0.1157 -0.8399 -0.0214  -0.335
C3 1.1820 0.0934 -0.4934  -0.276
C4 1.6770 0.1034 -1.7989  -0.010
C5 2.5077 1.2435 -1.8651  -0.081
C6 2.5268 1.8009 -0.6150  -0.138
N1 1.6860 1.1383 0.1876  0.069
C7 -1.2637 -0.2698 -0.3176  -0.438
C8 -2.2646 -0.6353 -1.1656  -0.128
C9 -3.2246 0.3583 -1.2908  -0.155
C10 -2.9692 1.4033 -0.3937  -0.409
S1 -1.5764 1.2007 0.5756  1.062
N2 0.3903 -2.1896 -0.7680  -0.329
O1 1.3432 -2.8082 -0.3394  0.072
O2 -0.1234 -2.4027 -1.8283  0.090
H1 -0.5600 -1.6578 1.8293  0.074
H2 0.4662 -0.1962 2.1273  0.105
H3 1.1866 -1.9625 1.6853  0.103
H4 1.4457 -0.5568 -2.6185  0.111
H5 2.8984 1.7022 -2.7758  0.103
H6 3.0961 2.6280 -0.2091  0.115
H7 1.6218 1.2689 1.1816  0.144
H8 -2.2520 -1.5578 -1.7666  0.118
H9 -4.1227 0.1699 -1.8510  0.103
H10 -3.6756 2.1650 -0.1919  0.047

=====

Arrangement Q

Computed, not measured: a single C10H10N2O2S molecule, with ωB97M-V/def2-TZVPD.

Computed properties:
LUMO level (spin up / spin down) ... -0.552 / -0.551 eV
Orbital gap (spin up / spin down) ... 7.16 / 7.16 eV
Structure (SMILES) ... NC(=O)[C@H]1C=CC=C(c2nccs2)[C@H]1O
E_HOMO (spin up / spin down) ... -7.72 / -7.72 eV
Multiplicity ... 1

Each line ends with the Löwdin charge.
Geometry (Å):
N1 0.6518 0.4753 2.1997  0.168
C1 0.9613 -0.5084 1.3911  -0.607
O1 0.5103 -1.5868 1.4273  0.104
C2 2.0178 0.0453 0.3704  -0.179
C3 2.6740 -1.0867 -0.4147  0.052
C4 1.7723 -1.8586 -1.2097  -0.064
C5 0.4723 -1.4916 -1.2319  -0.098
C6 0.0124 -0.2782 -0.8372  -0.160
C7 -1.3779 0.0514 -0.6133  -0.461
N2 -1.7865 1.2805 -0.3712  -0.015
C8 -3.0952 1.4192 -0.1776  -0.231
C9 -3.8071 0.2117 -0.2946  -0.419
S1 -2.7567 -1.0856 -0.6295  1.050
C10 1.1218 0.7809 -0.5551  -0.312
O2 0.7232 2.0105 0.0034  -0.054
H1 1.0580 1.4648 1.8633  0.166
H2 -0.1815 0.4606 2.8083  0.137
H3 2.5780 0.8393 0.9298  0.161
H4 3.6080 -1.6068 -0.1419  0.110
H5 2.0180 -2.8802 -1.3749  0.103
H6 -0.2774 -2.2379 -1.4327  0.114
H7 -3.4423 2.5072 0.0205  0.141
H8 -4.9062 0.0694 -0.3296  0.071
H9 1.7086 0.9335 -1.4713  0.160
H10 -0.2568 2.0713 0.0715  0.063

=====

Each structure's energy above the most stable one, in kcal/mol: arrangement P 40.8; arrangement Q 0.0.

=====

Arrangement P

Computed, not measured: a single C10H10N2O2S molecule, with ωB97M-V/def2-TZVPD.

Computed properties:
LUMO level ... 0.227 eV
Orbital gap ... 9.33 eV
E_HOMO ... -9.11 eV
Multiplicity ... 1

Each line ends with the Löwdin charge.
Geometry (Å):
C1 2.6248 -1.1582 -0.3800  -0.143
C2 2.1167 -0.8095 -1.5822  -0.067
C3 2.1201 -0.6545 0.7881  -0.092
C4 0.8664 -0.0517 -1.6319  -0.008
C5 0.9366 0.1010 0.8100  -0.042
C6 0.2771 0.3751 -0.4225  -0.236
C7 -2.3423 -0.7010 0.9376  -0.457
C8 -0.7334 -2.7092 0.6385  -0.029
C9 -2.1907 0.1522 -0.3716  -0.600
C10 -1.0745 1.0610 -0.4700  -0.221
N1 0.3510 -3.1498 0.6102  -0.078
N2 -1.7610 -1.9660 1.1174  0.126
O1 -3.0814 -0.2803 1.8136  0.019
O2 1.3284 -3.7366 0.1757  -0.014
S1 -3.8972 0.7004 -0.6316  0.805
H1 3.5817 -1.6643 -0.4904  0.116
H2 2.6263 -0.8976 -2.5358  0.103
H3 2.6042 -0.6753 1.7944  0.124
H4 0.4669 0.4475 -2.5552  0.124
H5 0.5588 0.5695 1.6950  0.106
H6 -2.0148 -0.5659 -1.2002  0.121
H7 -1.0669 1.8874 0.3636  0.166
H8 -1.2279 1.6635 -1.3219  0.095
H9 -2.1775 -2.4903 1.9473  0.192
H10 -4.2840 1.3904 0.4652  -0.108

=====

Arrangement Q

Computed, not measured: a single C10H10N2O2S molecule, with ωB97M-V/def2-TZVPD.

Computed properties:
LUMO level (spin up / spin down) ... -0.413 / -0.412 eV
Orbital gap (spin up / spin down) ... 7.45 / 7.45 eV
E_HOMO (spin up / spin down) ... -7.87 / -7.87 eV
Multiplicity ... 1

Each line ends with the Löwdin charge.
Geometry (Å):
C1 0.5388 -1.6608 3.1601  -0.071
C2 1.3525 -1.1513 2.1585  -0.005
C3 -0.7463 -1.1875 2.9295  -0.080
C4 0.5404 -0.3351 1.3523  -0.285
C5 1.6429 1.1974 -0.4217  -0.119
C6 0.8720 0.3637 0.2129  0.071
C7 -0.5414 -1.5698 -1.1030  -0.345
C8 -1.6303 0.7428 -1.1858  -0.549
C9 1.6609 1.4402 -1.8910  -0.421
C10 -0.5160 -0.1800 -1.4854  -0.480
N1 -0.7332 -0.3901 1.8613  0.102
N2 -1.9325 1.6129 -2.1752  0.155
O1 -1.2468 -2.0637 -0.2536  0.043
O2 -2.2343 0.7562 -0.1226  0.036
S1 0.5995 0.2345 -2.7916  0.932
H1 0.8414 -2.3099 3.9577  0.095
H2 2.4046 -1.3124 2.0269  0.109
H3 -1.6452 -1.3884 3.4803  0.121
H4 2.3056 1.8530 0.1345  0.130
H5 0.2228 -2.1677 -1.6410  0.114
H6 1.3207 2.4548 -2.1107  0.079
H7 2.6649 1.3131 -2.3008  0.075
H8 -1.5291 -0.0139 1.3363  0.122
H9 -1.4922 1.5364 -3.0770  0.059
H10 -2.7195 2.2256 -2.0510  0.114

=====

Each structure's energy above the most stable one, in kcal/mol: arrangement P 59.2; arrangement Q 0.0.

=====

Arrangement P

Computed, not measured: 2 unconnected molecules or ions with the total composition H4NOP2, with ωB97M-V/def2-TZVPD.

Computed properties:
LUMO level ... 4.513 eV
Orbital gap ... 7.10 eV
E_HOMO ... -2.58 eV
Multiplicity ... 1
Net charge ... -1

Each line ends with the Löwdin charge.
Geometry (Å):
N1 0.8801 -0.0592 1.5397  -0.602
O1 0.1789 -0.5486 0.5609  -0.560
P1 2.3645 0.6471 1.5618  0.485
P2 -0.9602 -0.5482 -1.6962  0.573
H1 2.3779 0.9651 2.8176  -0.321
H2 -1.1193 0.7970 -1.9205  -0.237
H3 -2.2643 -0.7172 -2.5041  -0.181
H4 -1.4576 -0.5360 -0.3592  -0.158

=====

Arrangement Q

Computed, not measured: a gas-phase ion, H4NOP2 (charge -1), with ωB97M-V/def2-TZVPD.

Computed properties:
LUMO level ... 4.467 eV
Orbital gap ... 7.99 eV
Structure (SMILES) ... [O-][PH2]=NP
E_HOMO ... -3.52 eV
Multiplicity ... 1
Net charge ... -1

Each line ends with the Löwdin charge.
Geometry (Å):
O1 2.6604 0.1456 0.0889  -0.587
P1 1.1403 -0.0062 0.0612  0.553
N1 -0.2422 -1.4713 0.0201  -0.743
P2 -1.6698 -0.7262 0.0853  0.278
H1 0.7176 0.6251 1.2364  -0.062
H2 0.6488 0.6172 -1.0474  -0.072
H3 -1.3973 0.6723 0.7092  -0.173
H4 -1.8577 0.1434 -1.1537  -0.194

=====

Each structure's energy above the most stable one, in kcal/mol: arrangement P 60.6; arrangement Q 0.0.

=====

Arrangement P

Computed, not measured: a single C6H14N2 molecule, with ωB97M-V/def2-TZVPD.

Computed properties:
LUMO level ... -3.032 eV
Orbital gap ... 3.33 eV
E_HOMO ... -6.36 eV
Multiplicity ... 1

Each line ends with the Löwdin charge.
Geometry (Å):
N1 3.4588 0.9015 -0.4536  0.043
C1 2.7762 -0.2994 -0.0173  -0.334
C2 1.3350 -0.2724 0.7004  -0.237
N2 0.2720 -1.0002 -0.0158  -0.171
C3 -1.1132 -0.7160 0.7226  -0.208
C4 -2.1745 -0.3492 -0.1561  -0.106
C5 -2.7663 1.0448 0.0225  -0.115
C6 0.1783 -0.2797 -1.3474  -0.066
H1 -0.5554 0.4386 -1.0341  0.041
H2 3.2276 1.6979 0.0904  -0.026
H3 3.2304 -0.7928 0.7724  0.075
H4 2.6656 -1.0897 -0.8283  0.122
H5 1.5592 -0.9724 1.5332  0.107
H6 1.1095 0.7756 1.0855  0.124
H7 -0.7578 0.1951 1.5004  0.156
H8 -1.1406 -1.5725 1.4239  0.122
H9 -3.7915 1.1414 -0.4373  0.079
H10 -2.8745 -1.0412 -0.5414  0.093
H11 -2.1772 1.8531 -0.3338  0.055
H12 -3.2149 1.3616 1.0428  0.110
H13 -0.3904 -0.9248 -1.9952  0.080
H14 1.1437 -0.0993 -1.7339  0.056

=====

Arrangement Q

Computed, not measured: 2 unconnected molecules or ions with the total composition C6H14N2, with ωB97M-V/def2-TZVPD.

Computed properties:
LUMO level ... 0.841 eV
Orbital gap ... 8.90 eV
Structure (SMILES) ... C/C=C\N.CC(C)=N
E_HOMO ... -8.06 eV
Multiplicity ... 1

Each line ends with the Löwdin charge.
Geometry (Å):
C1 2.4044 -0.5721 -0.6866  -0.121
C2 1.4226 0.5702 -0.7209  -0.190
C3 1.1528 1.3131 0.3872  -0.258
N1 1.1033 0.8239 1.6745  0.055
H1 3.2892 -0.3731 -1.2881  0.070
H2 1.9290 -1.4794 -1.0624  0.052
H3 2.7562 -0.8340 0.3117  0.059
H4 1.4150 1.1100 -1.6578  0.087
H5 0.8123 2.3341 0.2864  0.107
H6 1.6638 0.0026 1.8508  0.078
H7 1.0234 1.5064 2.4127  0.091
C4 -0.9233 -1.4421 0.0632  -0.063
C5 -1.8926 -0.4194 -0.4809  -0.416
C6 -1.9326 1.0299 0.1130  -0.067
N2 -3.0347 -0.7934 -0.9259  0.093
H8 -1.4073 -2.4033 0.2334  0.073
H9 -0.4358 -1.0998 0.9736  0.062
H10 -0.2835 -1.6885 -0.7864  0.064
H11 -2.9714 1.3412 0.1748  0.060
H12 -1.4942 1.6816 -0.6423  0.063
H13 -1.5368 1.1093 1.1242  0.057
H14 -3.0599 -1.7171 -1.3541  0.043

=====

Each structure's energy above the most stable one, in kcal/mol: arrangement P 174.9; arrangement Q 0.0.